This record from OMol25 describes 2 unconnected molecules or ions with the total composition C6H13Br3Si in a non-equilibrium geometry. The level of theory is ωB97M-V/def2-TZVPD.

XYZ file:
```
23
Properties=species:S:1:pos:R:3:forces:R:3:lowdin_charge:R:1
C -1.613705 -0.482362 -0.402767 -2.4 -0.9 -2.0 -0.08
C 0.236872 -1.579579 0.875977 0.8 -0.8 0.9 -0.09
C 0.638544 1.139455 -1.820457 3.9 0.3 0.0 -0.09
C 0.640673 1.578319 0.677028 -0.7 1.6 0.1 -0.13
C -0.133329 -0.789314 -0.335273 0.9 3.4 2.0 -0.39
C 0.682352 0.620791 -0.429711 -0.9 -2.0 -0.9 -0.30
Si 3.531357 -0.092693 0.175856 -1.1 0.3 -1.6 -0.53
Br 4.391297 -0.319649 2.188097 0.0 0.0 0.4 0.23
Br 4.532917 -1.796926 -1.060408 -0.5 0.8 0.4 0.12
Br 4.283966 1.965587 -0.557238 0.0 -0.6 0.1 0.16
H -1.990507 -0.422625 -1.481450 0.9 0.9 1.1 0.10
H -2.144651 -1.422901 -0.239938 0.1 -0.2 0.8 0.07
H -2.160784 0.254546 0.196268 0.8 0.1 0.0 0.09
H -0.568467 -2.234771 1.183068 -0.2 -0.4 -0.1 0.08
H 0.340275 -0.892073 1.695343 0.2 0.2 0.7 0.06
H 1.180390 -2.198098 0.844930 -0.9 0.8 -0.4 0.09
H -0.250494 1.651662 -2.094198 -1.2 0.2 0.0 0.07
H 1.477040 2.005632 -1.878509 -1.6 -2.2 -0.4 0.11
H 0.819287 0.227049 -2.461212 0.0 1.5 0.0 0.11
H 1.421713 2.360111 0.716605 -0.3 -0.5 -0.4 0.08
H -0.326825 2.098280 0.921346 0.3 -0.2 -1.2 0.12
H 0.693557 1.007528 1.523795 0.7 -1.3 2.6 0.02
H 0.001582 -1.347055 -1.184966 1.0 -1.1 -2.2 0.10
```
Positions in Å, forces in eV/Å.

Calculated values
- Spin multiplicity: 1
- ΔE to the lowest compared entry with this formula, charge and spin: 190.10 kJ/mol
- Kohn-Sham gap (spin up / spin down): 7.2 / 6.6 eV
- Total charge: 0

***

This record from OMol25 describes 2 unconnected molecules or ions with the total composition C7H14N4 in a non-equilibrium geometry. The level of theory is ωB97M-V/def2-TZVPD.

XYZ file:
```
25
Properties=species:S:1:pos:R:3:forces:R:3:lowdin_charge:R:1
C 3.724934 -0.400607 2.566451 0.9 -1.8 1.0 0.02
C 3.285505 0.929807 2.737650 0.5 -1.0 1.0 0.03
C 2.700685 -1.020397 1.906282 -0.2 -2.1 0.8 -0.02
C 0.639554 -0.338852 0.770849 -1.3 3.1 -1.2 -0.10
C -2.027364 -0.545547 -2.939074 1.1 -3.9 -0.9 -0.05
C -2.472317 0.619656 -2.241204 -3.0 2.0 -0.7 -0.31
C -2.859888 0.674226 -0.817128 0.7 -2.4 -0.8 0.02
N 2.139265 1.060722 2.093155 -1.1 0.5 -0.6 0.13
N 1.717619 -0.153371 1.600048 0.8 -0.8 0.0 -0.09
N -1.708049 1.471438 -1.306745 -1.3 -0.2 -0.5 0.19
N 0.266922 -1.503795 0.384746 0.4 -2.4 1.1 0.13
H 4.560965 -1.068806 3.016230 -1.4 2.0 -0.7 0.18
H 3.621793 1.601202 3.539919 0.1 0.3 -1.1 0.17
H 2.476379 -2.116391 1.874872 0.7 1.2 -0.5 0.16
H -2.827025 -0.863423 -3.731035 1.6 0.5 1.6 0.16
H -1.058891 -0.424736 -3.441482 -0.4 0.3 -0.3 0.10
H -1.810692 -1.424623 -2.232155 -0.6 1.0 -1.0 0.10
H -3.092762 1.198516 -2.953729 0.5 0.4 0.9 0.18
H -0.821382 1.211902 -1.020688 2.4 -1.0 0.9 0.10
H -3.725067 1.094991 -0.429406 -1.2 1.5 0.4 0.12
H -2.664546 -0.306407 -0.329676 0.6 1.2 0.1 0.14
H 1.601786 1.901265 1.872524 0.1 -0.4 0.3 0.20
H -1.753541 2.448157 -1.510449 -0.5 0.8 0.2 0.18
H 0.622715 -2.379813 0.843448 -0.4 0.7 -0.9 0.14
H -0.536599 -1.665115 -0.253402 1.0 0.5 0.8 0.11
```
Positions in Å, forces in eV/Å.

Calculated values
- Spin multiplicity: 1
- ΔE to the lowest compared entry with this formula, charge and spin: 291.61 kJ/mol
- Kohn-Sham gap: 9.2 eV
- Total charge: +2

***

This record from OMol25 describes a gas-phase ion, C7H10N3S (charge +1) in a non-equilibrium geometry. The level of theory is ωB97M-V/def2-TZVPD.

XYZ file:
```
21
Properties=species:S:1:pos:R:3:forces:R:3:lowdin_charge:R:1
C -0.279491 -0.868770 1.348603 1.5 0.2 -0.3 -0.08
C -1.615056 -0.418638 1.142877 -0.4 -0.4 2.0 -0.87
C -1.484681 0.548364 -1.031779 1.3 0.6 2.2 -0.26
C 0.568754 -1.480128 2.140539 -3.6 -0.4 3.0 0.09
C 2.955549 -0.143713 0.461612 1.1 1.1 -0.8 0.07
C 1.831717 0.533727 0.234109 0.8 -3.3 0.1 -0.15
C -2.188029 1.312960 -2.169452 1.8 0.6 -0.1 0.01
N -2.079273 0.193830 0.084822 -1.2 1.6 -4.3 0.07
N -0.097256 0.426037 -1.131614 0.3 1.5 -4.7 0.04
N 0.724497 -0.230074 -0.275457 -0.4 -3.1 2.3 -0.07
S -2.576168 -0.678522 2.435729 0.3 -0.2 0.2 0.89
H 1.442843 -1.892312 1.827307 2.8 -0.5 -0.9 0.04
H 0.249800 -1.855849 3.246936 0.5 1.1 -2.9 0.18
H 3.891071 0.369537 0.886338 -1.7 -1.2 -0.5 0.12
H 2.962531 -1.142830 -0.008857 0.8 0.5 0.5 0.08
H 1.505528 1.345033 0.760513 -0.5 2.7 0.7 0.10
H -1.702210 1.053762 -3.167681 -0.9 0.4 1.3 0.11
H -2.291538 2.455726 -2.076328 1.0 -1.6 0.3 0.13
H -3.193318 1.031846 -2.085679 -1.5 -0.8 -0.4 0.06
H 0.407090 0.684341 -2.085616 -1.6 -0.6 2.6 0.23
H 0.967640 -1.244327 -0.536922 -0.2 2.0 -0.1 0.20
```
Positions in Å, forces in eV/Å.

Calculated values
- Spin multiplicity: 1
- ΔE to the lowest compared entry with this formula, charge and spin: 498.91 kJ/mol
- Kohn-Sham gap: 7.4 eV
- Total charge: +1

***

This record from OMol25 describes a molecular structure, C17H27N6O3 in a non-equilibrium geometry. The level of theory is ωB97M-V/def2-TZVPD.

XYZ file:
```
53
Properties=species:S:1:pos:R:3:forces:R:3:lowdin_charge:R:1
C 3.027730 2.401189 1.559113 4.9 1.5 -5.6 -0.04
H 3.256114 3.256979 2.115380 -0.1 1.0 1.4 0.04
C 2.641419 2.938236 0.074858 -11.0 -9.9 7.3 -0.12
H 1.565017 3.305193 0.169433 1.5 0.7 -0.2 0.11
H 3.195482 3.423021 -0.437289 7.2 6.8 -5.7 -0.01
C 2.373561 1.626364 -0.875131 1.1 6.1 -3.9 -0.16
H 3.350488 1.199603 -0.902577 0.8 -0.5 -0.7 0.10
H 2.078262 2.117372 -2.016130 1.1 -1.4 3.0 0.20
C 1.495679 0.553162 -0.600844 2.5 -4.7 5.4 -0.37
C 1.553072 -0.550272 -1.586115 -3.4 5.1 -1.0 -0.38
N 0.715822 -0.280219 -2.645287 3.5 -6.8 -1.4 0.09
N 0.961370 -1.481924 -3.445722 2.6 -1.5 2.7 0.03
N 1.955574 -2.449456 -2.858306 -4.7 8.6 0.6 0.17
N 2.281802 -1.551789 -1.576027 -0.7 -7.1 -6.0 -0.05
C 3.171438 -2.235584 -0.801641 -2.9 10.8 9.1 -0.06
C 2.381182 -2.788989 0.696580 4.0 -0.6 -2.5 -0.12
H 3.107549 -3.683587 1.099701 -1.7 2.5 -0.5 0.17
H 1.470147 -3.272015 0.347548 -0.3 0.3 0.2 0.11
O 2.234262 -1.630032 1.433432 -1.7 -0.9 2.1 -0.32
C 3.075596 -1.491852 2.624940 1.4 1.6 -3.3 -0.02
H 4.015677 -1.219959 1.996805 -0.5 -0.4 2.5 0.13
H 3.140564 -2.358774 3.239241 0.1 -0.9 0.1 0.08
H 2.711061 -0.650052 3.221664 0.1 -0.1 -0.4 0.09
H 3.604535 -2.992956 -1.025232 4.9 -8.9 -4.6 0.00
H 3.931502 -1.308841 -0.629572 -0.8 -2.7 0.8 0.19
H 2.048604 0.089400 0.386864 -1.6 0.7 -2.1 0.18
N 0.167526 0.765922 -0.149279 -2.4 8.2 2.0 -0.08
H 0.295556 1.782224 0.593781 -0.3 -4.2 -1.7 0.28
C -0.682130 1.616537 -1.106128 4.2 -0.3 -5.3 -0.15
C -1.902012 2.090200 -0.577627 0.9 3.1 -0.6 -0.32
N -2.681188 1.131756 -0.165944 -4.1 -7.6 7.3 -0.04
C -3.906746 0.662779 -0.871098 3.6 -3.3 8.5 -0.33
O -4.216601 1.385681 -1.676129 -3.5 3.6 -6.9 0.19
C -4.713887 -0.547989 -0.279998 4.3 5.5 -0.4 -0.02
C -5.937898 -0.860382 -0.785072 10.6 5.0 0.9 -0.02
C -6.319473 -1.679764 0.016987 -12.9 -12.7 4.3 -0.16
C -5.376388 -2.094798 0.751310 2.6 -4.9 12.5 -0.16
O -4.391851 -1.210795 1.059902 -1.5 0.8 -7.8 0.04
H -5.346325 -2.775867 1.732109 -0.9 0.7 -2.8 0.19
H -7.388999 -2.297622 -0.054246 3.0 1.6 0.3 0.21
H -6.307222 -0.406774 -1.463253 -4.7 5.5 -8.8 0.06
C -2.119012 0.385185 1.150312 -1.8 -7.7 -13.2 0.12
H -2.659485 -0.574878 1.302660 0.3 1.6 0.7 0.10
C -0.694650 -0.334346 0.382062 0.9 1.6 2.8 0.01
H -0.938185 -0.804235 -0.556309 -0.4 -1.1 0.2 0.12
H 0.079007 -0.787621 1.111124 -1.8 -0.4 -1.1 0.14
H -1.713198 0.878971 1.801817 3.3 5.9 7.4 0.00
H -2.404775 2.432184 -1.406042 -1.0 1.7 -2.3 0.12
H -1.745165 2.967446 0.035895 -0.2 0.3 0.9 0.15
H -0.159866 2.573454 -1.523268 0.1 -1.7 1.2 0.17
H -0.719875 1.005189 -2.095427 -0.7 0.8 2.0 0.14
H 2.309317 1.763365 1.916350 -1.3 -1.6 1.1 0.01
H 4.130003 1.969968 1.289835 -2.7 0.1 1.3 0.14
```
Positions in Å, forces in eV/Å.

Calculated values
- Spin multiplicity: 1
- ΔE to the lowest compared entry with this formula, charge and spin: 1935.82 kJ/mol
- Kohn-Sham gap: 8.5 eV
- Total charge: +1

***

This record from OMol25 describes 2 unconnected molecules or ions with the total composition C8H21NO4 in a non-equilibrium geometry. The level of theory is ωB97M-V/def2-TZVPD.

XYZ file:
```
34
Properties=species:S:1:pos:R:3:forces:R:3:lowdin_charge:R:1
C -1.394918 3.542715 -1.843272 2.0 0.5 0.6 -0.26
C 0.070752 3.339855 -1.476412 -0.4 0.9 -1.0 -0.25
O 0.235502 2.232665 -0.608172 0.8 0.4 0.4 -0.07
O -1.865398 2.376575 -2.414942 -1.8 -1.5 0.3 -0.05
H -1.439948 4.428235 -2.477242 -0.4 0.0 -0.1 0.13
H -1.891908 3.716075 -0.888782 -0.7 -0.1 -0.3 0.12
H 0.517982 4.267095 -1.118212 -0.2 -0.2 1.2 0.12
H 0.597492 3.341505 -2.430682 0.4 -1.3 -0.3 0.11
H -0.270428 1.473855 -0.907912 -0.3 0.3 -0.6 0.06
H -1.485788 2.014745 -3.219042 0.5 0.9 -0.1 0.10
C 3.063782 -2.674165 -1.927732 0.7 -1.3 -2.5 -0.14
O 2.775452 -2.672135 -0.598122 -1.4 1.3 2.5 -0.16
C 1.431942 -3.025295 -0.253462 1.8 -0.9 0.0 -0.18
C 1.074972 -2.516375 1.103538 -1.3 0.5 -0.7 -0.12
N 0.775122 -1.081455 0.974428 1.0 -1.5 4.2 0.18
C -0.033708 -0.620835 2.058418 0.5 1.8 -0.1 -0.12
C -1.558848 -0.713355 1.812918 -1.3 -1.2 0.9 -0.20
O -2.189808 0.207775 2.618288 0.6 1.1 -0.6 -0.13
C -2.456568 1.422965 1.903288 -1.6 0.1 0.0 -0.05
H 3.999172 -2.158805 -2.145792 -0.1 0.0 0.4 0.10
H 2.316822 -2.315365 -2.635842 -0.5 0.7 0.4 0.09
H 3.165202 -3.711965 -2.245222 0.4 -0.3 -0.2 0.10
H 1.432232 -4.105615 -0.108482 -0.6 -0.3 -0.8 0.14
H 0.730402 -2.609095 -0.976452 -0.1 -0.5 -0.2 0.14
H 1.779302 -2.741065 1.904508 0.8 0.6 -0.2 0.17
H 0.192492 -3.013415 1.506378 -0.4 0.0 -0.4 0.14
H 1.656292 -0.592995 0.903458 0.1 0.9 -1.2 0.18
H 0.200262 0.400625 2.358388 -0.1 0.4 -1.0 0.14
H 0.182812 -1.076625 3.024578 0.0 -1.2 -0.2 0.16
H -1.917338 -1.661745 2.213088 0.3 -0.4 -0.2 0.14
H -1.880148 -0.683685 0.771768 0.4 0.4 -0.2 0.14
H -1.627928 2.010595 1.508118 0.6 -0.4 0.3 0.09
H -3.076598 2.055195 2.538848 0.3 -0.1 0.2 0.10
H -3.108658 1.143515 1.075778 0.1 0.1 -0.3 0.10
```
Positions in Å, forces in eV/Å.

Calculated values
- Spin multiplicity: 2
- Kohn-Sham gap (spin up / spin down): 10.3 / 4.6 eV
- Total charge: +1

***

This record from OMol25 describes 10 unconnected molecules or ions with the total composition C4H28NO9S in a non-equilibrium geometry. The level of theory is ωB97M-V/def2-TZVPD.

XYZ file:
```
43
Properties=species:S:1:pos:R:3:forces:R:3:lowdin_charge:R:1
C 2.065923 -0.001604 -0.009218 -1.0 0.2 0.7 -0.31
C 3.093548 0.509495 -0.988610 0.3 -0.1 -0.5 -0.71
S 2.613499 0.425563 -2.763212 -0.5 0.1 0.2 0.24
C 1.943604 -1.506967 0.172128 0.4 0.2 -0.5 -0.26
N 0.840345 -1.945415 1.006367 -0.4 0.1 0.8 -0.12
C 1.049115 -1.728367 2.462600 0.4 -0.1 -1.2 -0.12
H 2.160132 0.443872 0.990118 0.6 0.0 0.1 0.09
H 1.076446 0.378704 -0.275284 -0.1 -0.1 -0.5 0.07
H 4.041494 -0.024351 -0.900468 0.0 -0.2 0.2 0.04
H 3.334239 1.535455 -0.740913 0.0 0.3 0.0 0.03
H 1.845762 -1.982946 -0.798923 0.0 0.0 -0.2 0.08
H 2.882247 -1.865993 0.590366 0.1 -0.3 0.2 0.12
H -0.000363 -1.439867 0.763432 0.0 0.1 -0.3 0.07
H 0.115354 -1.362235 2.897511 0.2 -0.4 0.3 0.08
H 1.849702 -1.004678 2.628864 -0.1 0.3 0.2 0.06
H 1.412489 -2.673114 2.864534 -0.4 0.0 0.5 0.07
H -1.813249 0.751350 -2.285464 0.2 0.1 0.2 0.01
H -2.174502 -0.773882 -2.464790 0.0 0.2 -0.1 0.01
O -2.547571 0.124970 -2.335265 -0.2 -0.1 -0.2 -0.08
H -4.988157 -0.647012 -1.313728 -0.6 0.0 0.1 0.04
H -4.045779 0.424876 -1.615268 -0.5 0.3 -0.1 0.01
O -4.952595 0.313811 -1.210422 0.8 -0.4 -0.3 -0.10
H -0.789588 1.959803 0.137986 0.3 0.2 0.2 0.01
H -1.112808 1.158370 1.377387 -0.2 0.3 0.1 0.04
O -0.837959 2.048998 1.111960 -0.1 -0.6 -0.1 -0.07
H -0.863248 -2.733607 -2.556378 0.1 0.3 -0.3 0.03
H -1.446161 -2.202846 -1.266513 -0.1 -0.2 -0.3 0.05
O -1.699347 -2.387397 -2.187309 0.3 -0.3 0.7 -0.06
H 1.313719 1.314475 3.628830 0.0 -0.1 0.0 0.00
H 1.865920 2.704631 3.843526 -0.2 -0.1 0.2 0.01
O 1.963131 1.793371 4.149652 0.3 0.0 0.0 -0.07
H 0.302306 1.587129 -2.142393 0.6 -0.4 0.1 -0.01
H -0.658396 2.763411 -1.998956 0.0 -0.1 0.1 0.08
O -0.508910 1.867574 -1.668803 -0.1 0.5 -0.4 -0.09
H -2.823765 -0.885447 0.210985 0.3 -0.2 0.3 0.00
H -3.943550 0.034037 0.293607 -0.1 0.0 0.7 0.00
O -3.335632 -0.450978 0.903085 -0.1 0.2 -0.7 -0.08
H 0.039730 3.034675 2.507461 -0.5 0.3 -0.1 0.00
H -0.828657 3.534369 3.673500 0.0 -0.1 -0.1 0.04
O 0.002349 3.698579 3.218696 0.3 0.0 0.0 -0.08
H 1.001347 -1.667592 -3.804584 0.5 0.3 0.5 0.00
H 1.675659 -2.636254 -2.793839 0.2 0.5 -0.1 0.01
O 0.882192 -2.486963 -3.312244 -0.8 -0.9 -0.2 -0.10
```
Positions in Å, forces in eV/Å.

Calculated values
- Spin multiplicity: 1
- ΔE to the lowest compared entry with this formula, charge and spin: 130.71 kJ/mol
- Kohn-Sham gap: 6.6 eV
- Total charge: -1